{
  "formula": "C2H37N2O14",
  "method": "ωB97M-V/def2-TZVPD",
  "gap_ev": 9.7,
  "lumo_ha": -0.0854,
  "de_lowest_kcal_mol": 56.1,
  "homo_energy_ev": -12.031,
  "fmax_ev_per_a": 4.720,
  "total_charge": 1,
  "species": ["N", "C", "C", "N", "H", "H", "H", "H", "H", "H", "H", "H", "H", "H", "H", "O", "H", "H", "O", "H", "H", "O", "H", "H", "O", "H", "H", "O", "H", "H", "O", "H", "H", "O", "H", "H", "O", "H", "H", "O", "H", "H", "O", "H", "H", "O", "H", "H", "O", "H", "H", "O", "H", "H", "O"],
  "xyz": [[1.794912, -1.336402, 0.194798], [0.401537, -1.325162, -0.376282], [-0.254577, 0.102431, -0.284324], [-1.607614, 0.108415, -0.760269], [1.748570, -1.607100, 1.190502], [2.387779, -1.965075, -0.332546], [2.248599, -0.423984, 0.138234], [0.510868, -1.505536, -1.458180], [-0.155940, -2.034288, 0.217937], [-0.084669, 0.312845, 0.853702], [0.383263, 0.700789, -1.003963], [-2.278686, 0.414859, -0.053397], [-1.736069, 0.483159, -1.667988], [2.661641, -1.491752, -3.294574], [2.534721, -0.206317, -2.504991], [2.600327, -1.176051, -2.379066], [1.561184, 1.716378, 1.924438], [3.046217, 1.009859, 2.123194], [2.166945, 0.956821, 1.749586], [-4.117077, -0.753039, 1.923555], [-3.413513, -1.466902, 0.704034], [-3.309973, -0.822028, 1.407221], [-2.567051, 0.273553, -3.090437], [-3.526117, -0.305009, -2.170491], [-3.503408, 0.353837, -2.875988], [0.489232, -0.133008, 3.144950], [1.669417, -1.212324, 3.467474], [0.834324, -1.018165, 3.038041], [1.148736, 3.361719, 1.453431], [-0.358241, 2.860562, 1.555207], [0.497247, 2.893890, 1.989919], [-1.204289, 0.127835, -4.433882], [-2.295577, 0.888477, -3.961278], [-1.447084, 0.575636, -3.606187], [2.062711, 1.465500, -3.411501], [0.994157, 1.714116, -2.285707], [1.509709, 1.006569, -2.773645], [-0.105613, -2.568673, 2.863678], [-1.523826, -3.049293, 3.316479], [-0.743371, -3.286051, 2.811090], [-0.928375, -4.659399, 0.211628], [0.279135, -5.239324, 0.834253], [-0.034304, -4.931495, -0.024444], [2.461329, -3.999439, 2.768193], [1.144180, -3.227986, 2.752858], [2.055400, -3.194714, 2.430901], [-2.118848, 4.411608, 1.869989], [-3.196786, 3.964206, 0.787792], [-2.262170, 4.043851, 0.995125], [1.322648, 4.055775, -0.807644], [2.871398, 3.925986, -0.545228], [2.003592, 3.586207, -0.311740], [-0.971957, 2.127291, -2.080109], [-1.001503, 2.621193, -0.680636], [-0.643139, 2.875151, -1.543711]],
  "forces_ev_per_a": [[-0.4, 0.2, 0.2], [-0.2, 1.1, -0.9], [2.3, -0.9, 0.9], [-0.2, -0.5, 1.9], [0.3, 0.2, -0.4], [0.0, -0.4, -0.1], [-0.3, 0.3, 0.2], [-0.2, -0.7, 0.7], [-0.3, -0.4, -0.4], [-0.8, 0.6, -2.2], [-0.6, -0.4, 1.8], [0.2, -0.1, -0.6], [0.0, 0.3, 0.1], [0.1, -0.2, 0.5], [-0.3, -0.6, 0.5], [0.8, -0.3, -0.7], [0.6, -0.2, 0.2], [-0.1, 0.6, 0.3], [0.2, -0.7, -0.6], [-0.2, -0.3, -0.2], [-0.3, -0.1, 0.1], [0.5, 0.4, 0.3], [-1.4, -1.9, 1.9], [-0.9, 0.0, 0.0], [-2.9, -0.6, 1.6], [0.6, 0.3, 0.4], [0.1, 0.7, 0.2], [-0.9, -1.1, -0.4], [-0.3, 0.4, -0.7], [0.0, 0.3, -0.4], [0.0, -0.1, 0.9], [1.1, -0.4, 0.5], [0.6, 1.9, -1.2], [3.1, 0.9, -3.4], [-0.1, 0.4, -0.2], [1.0, -0.6, -0.8], [-0.9, 1.8, 0.3], [-1.1, 1.3, 0.3], [0.1, 0.3, 0.1], [0.0, -1.0, -0.5], [-0.1, 0.1, -0.2], [0.2, -0.1, -0.1], [-0.1, 0.1, 0.4], [0.1, 0.0, -0.1], [0.6, -0.8, 0.0], [0.2, -0.1, 0.2], [-0.5, 0.1, 0.1], [-0.1, 0.2, 0.4], [0.8, -0.5, -0.4], [0.2, 0.1, -0.2], [-0.1, 0.3, -0.1], [-0.1, -0.3, 0.3], [0.1, 0.8, -0.1], [0.0, 0.4, 0.0], [-0.1, -0.7, -0.3]]
}